## 1
C6H11IN | wB97M-V/def2-TZVPD

Results
Charge: +1
HOMO (spin up / spin down) (eV): -11.3 / -11.3
Kohn-Sham gap (spin up / spin down) (eV): 7.0892 / 7.8162

Geometry (Å):
C 0.64089 -0.39500 2.04830
C 0.46324 -1.06876 0.96236
C 1.56910 -1.05543 -1.38220
C 2.62392 -0.70767 -0.43230
C -2.76345 1.88528 -0.85335
C -2.80732 0.86409 0.20689
N 1.42403 -1.56272 0.02410
I -1.95983 -0.94410 0.00843
H 1.59719 -0.29912 2.51491
H 0.01528 0.01463 2.77098
H 0.78322 -0.40122 -1.62109
H 1.89260 -1.83643 -2.03065
H 3.44973 -1.41413 -0.56705
H 2.71644 0.25281 0.17503
H -3.05716 2.89395 -0.53132
H -3.52859 1.75937 -1.66039
H -1.74081 1.94032 -1.37714
H -3.41788 1.21802 0.95885
H 1.62886 -2.58267 0.11966

Mulliken population analysis, charges in e, atoms 1 to 6: C -0.97; C 0.11; C -0.25; C -0.33; C -0.91; C -0.43

***

## 2
C6H11IN | wB97M-V/def2-TZVPD

Results
Charge: +1
HOMO (spin up / spin down) (eV): -11.7 / -13.6
Kohn-Sham gap (spin up / spin down) (eV): 6.4890 / 9.5323

Geometry (Å):
C -1.71859 0.87083 -0.07733
C -0.69854 1.81704 -0.83438
C -1.18903 -0.50788 0.44172
C 0.29939 -0.37279 0.10831
C 0.90072 -1.62612 -0.50543
C 1.06872 0.08209 1.34990
N 0.42963 0.79944 -0.92084
I -2.06145 -1.76594 1.77940
H -2.18452 1.39611 0.76420
H -2.56691 0.69956 -0.75015
H -0.99525 2.25464 -1.76921
H 0.85504 -2.43627 0.21824
H 1.94478 -1.47612 -0.76981
H 0.34598 -1.93824 -1.38774
H 2.13828 0.09920 1.14867
H 0.89574 -0.60578 2.17340
H 0.74095 1.07214 1.65871
H 0.45590 0.39082 -1.86448
H 1.33916 1.24729 -0.76319

Mulliken population analysis, charges in e, atoms 1 to 6: C -0.39; C -0.54; C -0.80; C 1.22; C -1.72; C -1.54

***

2 takes first place; second place is 275.2 kJ/mol up.